(1)
A structure of composition C11H29CeI2OP2Si. Source: OMol25; level of theory: ωB97M-V with the def2-TZVPD basis set.

```
47
Properties=species:S:1:pos:R:3:lowdin_spin:R:1
I 0.43 3.72 1.49 0.036
I -3.66 1.48 -0.21 0.038
Ce -0.76 1.18 0.48 0.207
P -0.44 1.77 -2.30 -0.009
C -1.20 0.98 -3.76 -0.002
C -1.08 3.47 -2.56 -0.001
H -0.80 3.82 -3.56 0.000
H 1.29 2.44 -3.87 0.000
H -0.66 4.14 -1.79 0.000
H 1.85 2.54 -2.17 0.000
H -2.29 1.01 -3.65 0.000
H -2.17 3.45 -2.44 0.000
C 1.28 1.95 -2.89 -0.001
H -0.89 1.53 -4.67 0.000
H 1.75 0.96 -2.96 0.000
H -0.88 -0.07 -3.82 0.000
P -1.26 0.08 3.13 -0.004
C -2.29 -1.36 3.59 -0.001
C 0.20 -0.23 4.19 -0.001
H -1.59 2.32 4.04 0.000
H -2.20 1.04 5.16 0.000
H -3.13 1.50 3.69 0.000
C -2.13 1.36 4.11 0.000
H 0.86 0.65 4.17 0.000
H -0.11 -0.43 5.23 0.000
H -2.31 -1.45 4.69 0.000
H -1.85 -2.26 3.14 0.000
H 0.75 -1.08 3.79 0.000
H -3.31 -1.20 3.20 0.000
C -1.78 -1.12 -0.28 0.005
O -2.26 -2.09 -0.70 0.001
C 0.76 -2.02 -2.20 0.021
Si 1.79 -1.69 -0.68 0.064
C 2.11 -3.39 0.04 0.076
C 3.46 -1.08 -1.27 0.004
C 0.92 -0.50 0.49 0.513
H 1.15 -2.93 -2.68 0.000
H 0.82 -1.19 -2.92 0.000
H -0.29 -2.20 -1.98 0.000
H 2.56 -4.00 -0.75 0.009
H 2.79 -3.33 0.90 0.000
H 1.17 -3.86 0.36 0.000
H 3.40 -0.12 -1.80 0.000
H 4.15 -0.97 -0.43 0.000
H 3.87 -1.84 -1.95 0.001
H 0.37 -1.12 1.25 0.022
H 1.63 0.13 1.10 0.024
```

Values from the calculation:
- Total charge: +2
- Lowest unoccupied orbital energy (alpha / beta): -9.28 / -10.72 eV
- ΔE to the lowest compared entry with this formula, charge and spin: 0.000 eV
- Highest occupied orbital energy (alpha / beta): -15.76 / -15.65 eV
- HOMO-LUMO gap (alpha / beta): 6.47 / 4.93 eV
- Multiplicity: 2

(2)
A structure of composition C31H25ClHgIN8O. Source: OMol25; level of theory: ωB97M-V with the def2-TZVPD basis set.

```
68
Properties=species:S:1:pos:R:3:lowdin_spin:R:1
Hg 1.76 1.08 -0.25 0.002
C -0.46 -0.72 4.81 0.007
C -0.61 -0.39 3.47 0.002
N -0.04 -1.11 2.52 0.006
C 0.69 -2.17 2.86 0.003
C 0.86 -2.47 4.21 0.000
N 0.28 -1.76 5.18 0.004
C 1.26 -2.99 1.74 0.029
C 1.78 -4.24 1.99 0.059
C 2.23 -5.06 0.92 0.122
C 2.12 -4.46 -0.36 0.084
C 1.62 -3.18 -0.51 0.028
N 1.18 -2.44 0.52 0.177
C 1.51 -2.56 -1.86 0.001
C 2.13 -3.11 -2.99 -0.001
N 2.01 -2.62 -4.21 0.003
C 1.27 -1.52 -4.33 0.003
C 0.67 -0.93 -3.23 0.002
N 0.79 -1.44 -2.01 0.003
C 2.73 -6.38 1.12 0.115
C 3.35 -7.15 0.09 0.071
C 3.83 -8.41 0.35 0.021
N 3.77 -9.04 1.53 0.138
C 3.19 -8.32 2.52 0.022
C 2.68 -7.06 2.38 0.070
H -0.92 -0.14 5.59 0.001
H -0.95 1.03 2.18 0.000
H 1.49 -3.29 4.54 0.000
H 1.83 -4.60 3.01 0.005
H 2.39 -5.03 -1.24 0.007
H 2.77 -3.99 -2.89 0.000
H 1.17 -1.09 -5.32 0.000
H 0.11 -0.01 -3.32 0.000
H 3.46 -6.74 -0.91 0.007
H 4.30 -8.97 -0.46 -0.001
H 3.13 -8.82 3.48 0.000
H 2.21 -6.59 3.24 0.007
Cl -3.76 5.79 -3.91 0.000
C -2.31 4.84 -3.59 0.000
C -1.73 4.15 -4.63 0.000
C -0.58 3.41 -4.41 0.000
I 0.30 2.39 -6.02 0.000
C 0.11 3.29 -3.16 0.000
O 1.17 2.67 -3.00 0.000
C -0.59 4.01 -2.05 0.000
N -0.06 3.88 -0.82 0.000
C -0.60 4.52 0.19 0.000
C -1.73 5.35 0.05 0.000
C -2.31 5.48 -1.18 0.000
C -1.76 4.79 -2.29 0.000
H -2.18 4.20 -5.61 0.000
H -0.15 4.36 1.17 0.000
H -2.13 5.87 0.91 0.000
H -3.19 6.09 -1.32 0.000
C -3.29 -0.88 2.90 0.000
C -2.84 0.58 2.88 0.000
C -3.20 1.19 1.53 0.000
C -3.54 1.35 4.01 0.000
N -1.36 0.74 3.06 0.000
H -4.36 -0.93 2.69 0.000
H -3.11 -1.35 3.87 0.000
H -2.76 -1.45 2.14 0.000
H -4.28 1.14 1.37 0.000
H -2.70 0.65 0.73 0.000
H -2.90 2.24 1.48 0.000
H -4.63 1.27 3.91 0.000
H -3.25 2.40 3.98 0.000
H -3.25 0.93 4.98 0.000
```

Values from the calculation:
- Total charge: -2
- Lowest unoccupied orbital energy (alpha / beta): 3.88 / 3.88 eV
- ΔE to the lowest compared entry with this formula, charge and spin: 0.000 eV
- Highest occupied orbital energy (alpha / beta): -0.14 / -2.27 eV
- HOMO-LUMO gap (alpha / beta): 4.02 / 6.15 eV
- Multiplicity: 2

(3)
A cluster of 2 separate species, C5H12O3 in total. Source: OMol25; level of theory: ωB97M-V with the def2-TZVPD basis set.

```
20
Properties=species:S:1:pos:R:3:lowdin_charge:R:1
O 0.02 -0.45 2.52 0.085
C 0.76 0.09 1.73 -0.526
O 1.57 1.06 2.18 0.075
C 1.02 -0.31 0.29 -0.057
C 0.21 0.64 -0.71 -0.349
C -1.29 0.21 -1.03 -0.049
C 0.97 0.57 -2.10 -0.093
H 1.23 1.49 3.04 0.177
H 2.21 -0.10 0.25 0.171
H 0.66 -1.21 -0.08 0.099
H 0.26 1.60 -0.39 0.076
H -1.33 -0.06 -2.10 0.060
H -1.50 -0.78 -0.63 0.050
H -2.00 0.99 -0.52 0.118
H 2.10 0.33 -2.04 0.087
H 0.60 -0.24 -2.72 0.054
H 1.05 1.59 -2.58 0.092
H -1.57 -1.28 1.72 -0.028
H -2.61 -2.34 1.24 -0.009
O -2.34 -1.80 1.94 -0.033
```

Values from the calculation:
- Lowest unoccupied orbital energy: 0.59 eV
- ΔE to the lowest compared entry with this formula, charge and spin: 1.817 eV
- Highest occupied orbital energy: -10.42 eV
- HOMO-LUMO gap: 11.01 eV
- SMILES: CC(C)CC(=O)O.O

(4)
A cluster of 2 separate species, C5H13NO in total. Source: OMol25; level of theory: ωB97M-V with the def2-TZVPD basis set.

```
20
Properties=species:S:1:pos:R:3:lowdin_charge:R:1
C -1.39 1.82 -0.02 -0.144
N -0.33 1.67 0.98 -0.129
C 0.93 1.08 0.46 -0.228
C 0.75 -2.26 -1.55 -0.103
C 1.12 -1.24 -0.52 -0.162
C 0.76 0.05 -0.64 -0.140
H -2.18 2.45 0.38 0.078
H -1.82 0.85 -0.26 0.072
H -1.04 2.27 -0.96 0.077
H -0.04 2.57 1.28 0.089
H 1.54 1.86 0.00 0.113
H 1.43 0.61 1.30 0.109
H 1.51 -2.38 -2.32 0.074
H -0.11 -1.91 -2.13 0.070
H 0.51 -3.19 -1.04 0.069
H 1.73 -1.48 0.35 0.104
H 0.20 0.28 -1.53 0.095
H -1.40 -1.76 2.08 0.030
H -1.12 -0.34 1.70 -0.002
O -1.05 -0.94 2.46 -0.071
```

Values from the calculation:
- Lowest unoccupied orbital energy: 0.94 eV
- ΔE to the lowest compared entry with this formula, charge and spin: 1.746 eV
- Highest occupied orbital energy: -8.90 eV
- HOMO-LUMO gap: 9.83 eV
- SMILES: C/C=C/CNC.O

(5)
A structure of composition C31H45AlCl6P. Source: OMol25; level of theory: ωB97M-V with the def2-TZVPD basis set.

```
84
Properties=species:S:1:pos:R:3:lowdin_charge:R:1
Al 2.34 -0.68 2.87 -0.096
Cl 3.30 1.03 3.70 0.148
P -0.21 0.25 -0.34 1.176
C 1.57 0.07 -0.87 -0.273
H 2.05 0.52 0.02 0.052
H 1.74 -1.02 -0.78 0.084
C -0.73 1.24 1.16 -0.355
C -0.81 -1.46 0.02 -0.348
C -2.20 1.71 1.07 -0.199
H -0.66 0.46 1.95 0.068
C -2.69 2.28 2.41 -0.192
H -2.31 2.49 0.31 0.098
H -2.89 0.90 0.78 0.088
C -1.79 3.41 2.93 -0.204
H -3.71 2.66 2.28 0.110
H -2.74 1.48 3.16 0.097
C -0.31 3.02 2.91 -0.189
H -1.93 4.30 2.30 0.111
H -2.09 3.68 3.95 0.107
C 0.16 2.42 1.56 -0.191
H 0.30 3.90 3.14 0.113
H -0.12 2.28 3.71 0.110
H 0.11 3.21 0.79 0.112
H 1.22 2.13 1.65 0.077
C -0.92 0.97 -1.84 -0.392
C -0.63 -2.40 -1.19 -0.185
H -0.11 -1.75 0.83 0.110
C -1.05 -3.84 -0.85 -0.187
H -1.24 -2.04 -2.03 0.111
H 0.41 -2.40 -1.54 0.105
C -2.48 -3.94 -0.31 -0.199
H -0.95 -4.46 -1.75 0.109
H -0.35 -4.25 -0.10 0.118
C -2.73 -2.96 0.85 -0.179
H -3.19 -3.73 -1.12 0.109
H -2.67 -4.96 0.03 0.109
C -2.24 -1.53 0.58 -0.201
H -3.81 -2.93 1.07 0.114
H -2.25 -3.34 1.76 0.097
H -2.94 -1.06 -0.13 0.098
H -2.32 -0.98 1.52 0.066
C -0.54 2.46 -1.88 -0.209
H -0.36 0.48 -2.65 0.109
C -0.68 2.95 -3.31 -0.189
H -1.18 3.03 -1.20 0.104
H 0.50 2.60 -1.55 0.073
C -2.08 2.66 -3.87 -0.200
H -0.47 4.03 -3.35 0.114
H 0.08 2.46 -3.93 0.115
C -2.58 1.23 -3.63 -0.195
H -2.78 3.36 -3.39 0.109
H -2.10 2.89 -4.94 0.104
C -2.40 0.76 -2.18 -0.193
H -3.62 1.13 -3.94 0.106
H -2.00 0.54 -4.27 0.115
H -3.05 1.32 -1.50 0.107
H -2.69 -0.30 -2.10 0.093
C 2.83 2.08 -1.92 -0.219
C 2.22 0.60 -2.05 -0.409
H 2.32 2.91 -2.41 -0.002
C 3.42 -0.26 -2.50 -0.186
H 1.47 0.67 -2.86 0.101
C 4.50 -0.24 -1.39 -0.216
H 3.07 -1.28 -2.69 0.092
H 3.83 0.15 -3.43 0.108
C 5.15 1.13 -1.29 -0.217
H 4.05 -0.51 -0.42 0.079
H 5.24 -1.02 -1.61 0.100
C 4.08 2.28 -1.21 -0.327
H 5.83 1.17 -0.43 0.092
H 5.76 1.29 -2.19 0.094
H 3.86 2.40 -0.13 0.065
H 4.55 3.22 -1.54 0.094
Cl 3.18 -2.63 1.88 0.687
C 1.76 -3.22 2.90 -0.624
C 1.05 -2.12 3.38 -0.387
C -0.22 -2.40 3.95 -0.718
Cl -1.36 -1.10 4.13 0.660
C -0.61 -3.73 4.21 -0.745
Cl -2.16 -4.07 4.86 0.646
C 0.25 -4.80 3.87 -0.771
Cl -0.11 -6.39 4.36 0.628
C 1.43 -4.55 3.13 -0.741
Cl 2.45 -5.81 2.60 0.645
```

Values from the calculation:
- Total charge: -1
- Lowest unoccupied orbital energy (alpha / beta): 2.26 / 2.26 eV
- Highest occupied orbital energy (alpha / beta): -1.46 / -1.46 eV
- HOMO-LUMO gap (alpha / beta): 3.71 / 3.72 eV

(6)
A structure of composition C47H46Cl3EuN5O4S2. Source: OMol25; level of theory: ωB97M-V with the def2-TZVPD basis set.

```
108
Properties=species:S:1:pos:R:3:lowdin_spin:R:1
Eu 12.27 11.51 16.39 7.026
C 14.33 12.45 19.57 0.000
N 14.20 12.39 18.10 -0.006
C 15.29 12.43 17.48 0.001
C 15.52 12.33 16.06 0.001
C 16.78 12.45 15.38 0.000
C 16.55 11.98 14.09 0.000
C 15.18 11.69 14.02 0.000
N 14.52 11.86 15.20 -0.010
C 13.10 12.88 20.38 0.000
C 13.14 14.14 20.96 0.000
C 12.20 14.50 21.94 0.000
C 11.16 13.63 22.15 0.000
C 11.03 12.38 21.44 0.000
C 11.96 12.04 20.48 0.001
H 15.13 13.14 19.86 0.000
H 14.53 11.44 19.90 0.000
H 16.22 12.47 18.09 0.000
H 17.69 12.81 15.84 0.000
H 17.21 11.95 13.22 0.000
H 14.86 11.14 13.13 0.000
H 13.96 14.77 20.77 0.000
H 12.34 15.35 22.56 0.000
H 10.38 13.86 22.94 0.000
H 10.27 11.69 21.76 0.000
H 12.09 11.03 20.09 0.000
N 12.02 12.44 13.72 -0.001
C 11.51 11.81 12.90 0.001
C 11.07 11.01 11.81 0.000
C 9.71 10.86 11.52 0.000
C 9.26 10.13 10.43 0.000
C 10.20 9.47 9.61 0.000
C 11.55 9.72 9.81 0.000
C 12.02 10.46 10.92 0.000
H 8.98 11.19 12.25 0.000
H 8.17 10.01 10.24 0.000
H 9.79 8.89 8.79 0.000
H 12.36 9.29 9.20 0.000
H 13.07 10.44 11.28 0.000
C 7.66 10.63 16.06 0.000
S 9.30 10.09 16.46 0.002
C 9.05 8.33 16.23 0.000
O 10.25 10.53 15.36 -0.006
H 7.39 10.34 15.00 0.000
H 7.68 11.71 16.19 0.000
H 6.98 10.20 16.74 0.000
H 8.05 8.10 16.57 0.000
H 9.83 7.77 16.73 0.000
H 9.09 8.06 15.21 0.000
Cl 8.04 15.12 7.02 0.000
C 8.62 15.38 8.65 0.000
C 9.44 14.39 9.22 0.000
C 10.00 14.59 10.48 0.000
C 9.68 15.75 11.24 0.000
C 10.24 15.83 12.64 0.000
C 9.19 15.59 13.69 0.000
N 9.85 15.13 14.89 0.000
C 10.69 15.76 15.76 0.000
C 11.08 14.87 16.72 0.001
N 10.49 13.69 16.40 -0.004
C 9.82 13.86 15.28 0.000
O 10.93 17.05 12.82 0.000
C 12.03 17.24 11.85 0.000
C 13.12 16.37 12.27 0.000
C 13.60 16.35 13.54 0.000
Cl 13.39 17.56 14.71 0.000
S 14.70 15.08 13.79 0.000
C 14.55 14.55 12.16 0.000
C 13.60 15.32 11.52 0.000
C 8.76 16.66 10.67 0.000
Cl 8.32 18.03 11.54 0.000
C 8.21 16.47 9.41 0.000
H 9.73 13.50 8.74 0.000
H 10.54 13.78 11.04 0.000
H 10.98 15.07 12.72 0.000
H 8.53 14.80 13.32 0.000
H 8.68 16.53 13.95 0.000
H 10.78 16.86 15.62 0.000
H 11.56 14.94 17.67 0.000
H 9.19 13.10 14.77 0.000
H 12.21 18.34 11.99 0.000
H 11.74 17.17 10.81 0.000
H 15.07 13.65 11.86 0.000
H 13.37 15.23 10.45 0.000
H 7.46 17.17 9.03 0.000
C 17.20 8.47 13.48 0.000
C 16.00 8.30 14.39 0.000
C 14.75 8.05 13.89 0.000
C 13.62 8.10 14.73 0.001
C 12.17 8.01 14.19 0.001
C 13.77 8.31 16.08 0.001
C 15.01 8.59 16.67 0.001
C 15.20 8.93 18.16 0.000
C 16.11 8.62 15.80 0.000
C 12.52 8.26 16.94 0.000
O 12.06 7.15 17.26 0.000
O 12.09 9.40 17.35 -0.013
H 17.39 7.51 12.95 0.000
H 18.11 8.69 14.05 0.000
H 17.14 9.28 12.76 0.000
H 14.60 7.72 12.88 0.000
H 12.07 7.68 13.14 0.000
H 11.68 8.97 14.35 0.000
H 11.66 7.29 14.73 0.000
H 15.81 8.15 18.68 0.000
H 14.19 8.89 18.63 0.000
H 15.82 9.87 18.30 0.000
H 17.12 8.93 16.04 0.000
```

Values from the calculation:
- Lowest unoccupied orbital energy (alpha / beta): -0.33 / -0.32 eV
- Highest occupied orbital energy (alpha / beta): -6.46 / -6.97 eV
- HOMO-LUMO gap (alpha / beta): 6.13 / 6.65 eV
- Multiplicity: 8